# 1
Density functional theory data (ωB97M-V with the def2-TZVPD basis set) for a molecular structure, C28H27BrN4O3STe4W.

Atoms and positions in Å:
W 0.37641 0.48119 -1.40044
C 5.52176 0.31373 -3.89357
C 4.77552 1.47666 -4.01016
C 3.74932 1.73930 -3.10713
C 3.46045 0.82157 -2.09940
C 4.22905 -0.33414 -1.96578
C 5.25347 -0.58452 -2.86521
N 2.35190 1.05759 -1.21553
C 2.72790 1.66568 -0.01995
C 4.02817 2.12733 0.25560
C 4.30757 2.73739 1.45806
C 3.32093 2.91166 2.43530
C 2.05481 2.43275 2.20579
C 1.77896 1.80292 0.98949
N 0.52362 1.17308 0.73161
N -0.14891 1.00778 1.77549
C -1.40125 0.42682 1.93632
C -1.45590 -0.43549 2.96530
C -2.54572 -1.38759 3.05190
C -3.50354 -1.36760 2.12869
C -3.70325 -0.26800 1.12580
N -2.53857 0.68286 1.11834
H 6.32031 0.11057 -4.59397
H 4.99518 2.18751 -4.79545
H 3.17661 2.65694 -3.17177
H 4.00506 -1.02454 -1.16350
H 5.84786 -1.48299 -2.76520
H 4.81235 2.02240 -0.47860
H 5.31217 3.09570 1.63879
H 3.55146 3.41380 3.36382
H 1.27660 2.53685 2.94665
H -0.59524 -0.50079 3.61480
H -2.52982 -2.14305 3.82429
H -4.29701 -2.10606 2.13593
H -3.80194 -0.69323 0.12069
Te 0.43733 3.42204 -1.69837
Te -0.18246 1.93509 -3.71289
Te 1.52751 -0.28576 -3.81022
Te -0.80194 -1.30898 -3.27604
Br 3.58026 -5.76475 1.44536
C 1.91945 -4.89232 1.32879
C 0.79898 -5.45523 1.92908
C -0.43166 -4.81691 1.84178
C -0.54606 -3.61550 1.16464
C 0.58430 -3.06104 0.56997
C 1.82295 -3.69631 0.64292
C 0.48305 -1.80384 -0.15729
O 1.43336 -1.33456 -0.86248
O -0.55346 -1.06067 -0.17051
H 0.89000 -6.39427 2.45765
H -1.29984 -5.26943 2.30112
H -1.49940 -3.11396 1.08440
H 2.69260 -3.26033 0.17235
C -6.22281 -0.13947 0.76941
C -5.03502 0.41413 1.54415
S -2.23939 1.76984 -0.06508
O -1.66770 0.98561 -1.27132
C -3.83955 2.23521 -0.70223
C -3.66994 3.07996 -1.95832
H -7.15196 0.31661 1.10620
H -6.32035 -1.21700 0.91282
H -6.13515 0.03774 -0.30515
H -5.18425 0.24030 2.61102
H -4.95993 1.49343 1.44731
H -4.31088 2.81023 0.09324
H -4.40733 1.32588 -0.89451
H -3.03088 3.94450 -1.78217
H -4.65303 3.43942 -2.25726
H -3.26311 2.48627 -2.77539

Forces on the atoms, in the same order (eV/Å):
W 0.65 0.10 0.03
C 0.00 0.00 -0.02
C 0.00 -0.02 0.01
C 0.02 0.04 0.02
C -0.02 -0.06 -0.01
C -0.03 0.05 0.06
C 0.02 0.00 -0.03
N 0.02 0.14 0.28
C 0.18 -0.11 -0.01
C -0.08 0.10 -0.11
C -0.03 0.02 0.03
C 0.02 -0.01 -0.03
C 0.10 0.04 0.01
C -0.26 -0.13 -0.07
N -0.01 0.08 0.12
N -0.20 -0.06 0.12
C 0.20 0.12 -0.05
C -0.08 -0.15 0.04
C 0.07 0.14 -0.07
C -0.02 -0.09 -0.02
C -0.05 0.03 0.11
N 0.06 -0.06 0.04
H 0.00 0.00 0.00
H 0.00 0.00 0.00
H 0.01 0.01 0.01
H 0.00 0.00 -0.01
H 0.00 0.00 0.00
H 0.00 -0.02 -0.03
H 0.00 0.01 0.02
H 0.01 0.00 0.00
H -0.01 -0.01 -0.01
H -0.01 0.01 0.01
H 0.01 -0.01 0.00
H 0.01 0.00 -0.02
H 0.00 0.03 -0.01
Te 0.01 0.22 0.11
Te -0.04 -0.13 -0.13
Te 0.16 -0.09 -0.29
Te -0.31 -0.21 -0.17
Br 0.04 -0.01 0.00
C -0.03 0.01 0.01
C -0.02 0.01 -0.01
C 0.03 0.00 -0.01
C -0.01 -0.03 0.01
C -0.03 0.04 0.00
C 0.00 -0.03 0.01
C 0.07 0.01 -0.13
O 0.01 0.00 0.10
O -0.26 -0.07 0.05
H 0.01 0.00 0.00
H 0.00 0.00 0.00
H -0.01 0.02 0.00
H 0.00 0.01 0.00
C -0.02 -0.02 0.00
C 0.04 0.01 0.03
S 0.12 0.07 0.01
O -0.22 0.02 0.06
C -0.12 -0.07 -0.01
C 0.03 -0.05 0.02
H 0.01 0.00 0.01
H 0.00 0.00 0.00
H 0.01 0.01 0.00
H 0.02 0.02 0.01
H -0.01 0.02 -0.06
H -0.01 -0.01 0.01
H -0.04 0.02 0.01
H 0.00 0.01 -0.01
H 0.00 0.01 -0.01
H 0.00 0.02 0.00

Values from the calculation:
Gap between HOMO and LUMO (eV): 5.0833
Calculated total energy (eV): -153438.883
Highest occupied orbital energy (hartree): -0.4716
Max |F| (eV Å⁻¹): 0.662
Net charge: +2

Atomic partial charges in e from the Löwdin method, atoms 1 to 5: 0.91, -0.05, -0.06, -0.13, -0.52

***

# 2
Density functional theory data (ωB97M-V with the def2-TZVPD basis set) for a molecular structure, C28H27Cl5CoN4O4S2.

Atoms and positions in Å:
Co 0.45640 0.39589 0.56278
C 0.75215 -4.04455 -0.19453
C 0.33237 -2.60226 -0.38318
N 0.90005 -1.62871 0.36743
N 1.90588 -2.09891 1.19984
C 2.61420 -1.22300 1.82082
S 2.55126 0.48873 1.79724
S 3.93342 -1.85642 2.87299
C 3.64787 -3.65208 2.86250
C 2.72322 -4.11784 3.95148
C 1.33957 -4.02633 3.80198
C 0.49110 -4.42366 4.82394
C 1.00648 -4.92617 6.01232
C 2.38148 -5.02404 6.17070
C 3.22862 -4.62090 5.14745
C -0.62658 -2.36665 -1.41196
C -1.03734 -3.46839 -2.24807
C -1.85238 -3.34925 -3.35178
C -2.38090 -2.11644 -3.72604
C -2.08715 -1.02587 -2.89642
C -1.27221 -1.14368 -1.79578
O -1.13464 -0.03466 -0.95683
H 1.43902 -4.12956 0.63788
H 1.25346 -4.43842 -1.08623
H -0.11448 -4.68675 -0.00534
H 4.62851 -4.11771 2.97942
H 3.25383 -3.89300 1.87636
H 0.94944 -3.61113 2.88116
H -0.58000 -4.32726 4.69346
H 0.34112 -5.23183 6.81113
H 2.79670 -5.40947 7.09511
H 4.30363 -4.68790 5.27888
H -0.66571 -4.45493 -2.01960
H -2.07927 -4.24044 -3.92936
H -3.01472 -1.99664 -4.59487
H -2.52701 -0.06024 -3.11436
C -2.05019 1.42274 3.96960
C -1.21629 1.33765 2.72629
N -0.80090 0.23238 2.22360
O -1.19097 -0.93771 2.88644
C -0.84367 2.55604 2.01368
C -1.26991 3.91138 2.48699
N -0.15752 2.38614 0.90469
O 0.15283 3.41337 0.17991
H -2.31804 0.43166 4.32402
H -2.95996 1.99610 3.77681
H -1.49867 1.94191 4.75762
H -0.72763 -1.59351 2.34555
H -2.33247 4.10812 2.29505
H -0.69174 4.64996 1.93294
H -1.09828 4.04426 3.55901
C 1.68816 0.63770 -4.90920
C 0.73425 1.47775 -4.11348
O 1.33150 0.86454 -1.43014
H 1.66497 0.94391 -5.95884
H 1.45542 -0.43084 -4.86551
H 2.72135 0.76172 -4.57549
H -0.30573 1.61140 -4.35471
H 1.18799 3.11210 -2.30611
H 2.40953 1.78505 -2.87377
Cl -3.72976 0.47124 0.05407
C -2.82146 1.58287 -0.90344
C -1.56657 1.19311 -1.36448
C -0.78207 2.08958 -2.08229
Cl 1.08252 1.78656 -2.56037
C -1.26811 3.37977 -2.26826
Cl -0.22222 4.60095 -2.98941
C -2.51657 3.77939 -1.83826
Cl -3.07239 5.40574 -2.08218
C -3.32085 2.86287 -1.16144
Cl -4.98214 3.23720 -0.81571

Forces on the atoms, in the same order (eV/Å):
Co -0.17 0.29 0.49
C 0.03 -0.03 -0.01
C -0.03 0.18 0.03
N -0.06 -0.22 -0.04
N -0.09 -0.09 0.03
C 0.05 0.07 -0.01
S 0.04 -0.01 -0.04
S -0.04 0.01 0.01
C 0.02 -0.02 0.01
C 0.01 0.01 -0.01
C -0.01 0.02 0.01
C 0.01 0.01 -0.01
C 0.00 -0.01 0.01
C 0.00 0.00 0.00
C 0.00 -0.02 -0.01
C 0.08 -0.13 0.16
C -0.01 -0.10 -0.09
C 0.01 -0.01 0.05
C -0.04 -0.05 -0.10
C 0.11 0.06 0.10
C -0.23 0.19 -0.34
O 0.30 0.06 -0.13
H -0.01 0.00 0.01
H 0.01 0.00 0.00
H -0.01 0.00 -0.02
H 0.00 0.00 0.00
H 0.00 -0.01 0.00
H 0.00 0.01 -0.01
H 0.00 0.00 0.00
H 0.00 0.00 0.00
H 0.00 0.00 0.00
H 0.00 0.00 0.00
H 0.01 0.00 -0.01
H 0.00 0.00 0.00
H -0.01 -0.01 0.00
H -0.02 0.00 0.00
C -0.01 0.02 0.02
C -0.07 0.19 0.07
N 0.22 0.07 -0.41
O -0.02 -0.05 0.06
C -0.10 -0.12 -0.05
C 0.02 0.01 -0.01
N 0.05 -0.50 0.14
O 0.17 0.36 -0.28
H 0.00 -0.01 0.00
H -0.02 0.01 0.01
H -0.01 0.00 0.02
H 0.01 0.02 0.00
H -0.02 0.01 0.00
H 0.01 0.01 0.01
H -0.01 0.01 0.00
C 0.00 0.08 -0.09
C 0.17 0.36 -0.03
O 0.00 0.26 -0.07
H 0.00 0.01 0.01
H -0.03 0.02 0.00
H -0.01 0.00 0.02
H -0.13 -0.47 0.13
H 0.12 -0.38 0.49
H 0.01 -0.11 -0.06
Cl 0.02 0.06 -0.15
C -0.51 0.43 0.16
C 0.17 -0.13 0.23
C -0.37 0.45 0.24
Cl 0.08 0.07 -0.43
C 0.50 -0.33 -0.13
Cl -0.18 -0.14 0.02
C -0.39 0.14 0.19
Cl 0.01 -0.15 -0.03
C 0.03 -0.46 -0.33
Cl 0.34 0.05 0.17

Values from the calculation:
Gap between HOMO and LUMO (alpha / beta) (eV): 3.1042 / 3.7378
Calculated total energy (eV): -165519.824
Multiplicity: 4
Expectation value of S²: 3.89
Highest occupied orbital energy (alpha / beta) (hartree): 0.0321 / 0.0089
Max |F| (eV Å⁻¹): 0.687
Net charge: -2

Atomic partial charges in e from the Löwdin method, atoms 1 to 5: 0.17, -0.08, -0.28, -0.05, -0.13